2 unconnected molecules or ions with the total composition C3H5FO at a distorted geometry. Source: the Open Molecules 2025 dataset; level of theory: wB97M-V/def2-TZVPD.

As for the lowest unoccupied orbital energy: 0.8776 eV. The HOMO-LUMO gap is 9.675 eV. As for the total energy: -292.23557 Eh. As for the SMILES: FC1=CO1.C. The spin multiplicity is 1. Its total charge is 0.

Geometry (Å):
C: -2.209 -0.874 -0.774
C: -1.621 -1.807 -1.413
C: 0.653 0.254 1.294
O: -2.333 -2.499 -0.587
F: -0.701 -2.132 -2.248
H: -2.991 -0.120 -0.640
H: 0.488 -0.759 0.919
H: 1.550 0.404 1.825
H: -0.178 0.361 1.883
H: 0.700 0.909 0.460

Atom-resolved charges from natural (NBO), all expressed in e:
1. C -0.173
2. C 0.678
3. C -0.842
4. O -0.492
5. F -0.254
6. H 0.245
7. H 0.212
8. H 0.209
9. H 0.211
10. H 0.208



C3H5FS in the gas phase at a distorted geometry. Source: the Open Molecules 2025 dataset; level of theory: wB97M-V/def2-TZVPD.

As for the lowest unoccupied orbital energy: -0.5582 eV. The HOMO-LUMO gap is 8.509 eV. As for the total energy: -615.29802 Eh. As for the SMILES: C[C@H](F)C=S. The spin multiplicity is 1. Its total charge is 0.

Geometry (Å):
C: 0.517 0.816 1.000
C: -0.836 -0.556 -0.687
C: 0.729 -0.116 -0.129
F: 1.228 -1.346 0.238
S: 0.083 2.352 0.868
H: 0.413 0.370 1.997
H: -1.267 -1.391 -0.065
H: -0.845 -0.872 -1.766
H: -1.527 0.386 -0.583
H: 1.506 0.358 -0.873

Atom-resolved charges from natural (NBO), all expressed in e:
1. C -0.311
2. C -0.628
3. C 0.133
4. F -0.362
5. S 0.075
6. H 0.213
7. H 0.228
8. H 0.227
9. H 0.219
10. H 0.206